{"formula": "C25H44F2N2O10P", "method": "ωB97M-V with the def2-TZVPD basis set", "elements": ["C", "C", "C", "N", "C", "O", "N", "C", "O", "F", "C", "C", "C", "O", "O", "O", "C", "C", "C", "C", "C", "C", "C", "O", "C", "C", "C", "F", "C", "C", "C", "C", "H", "H", "H", "H", "H", "H", "H", "H", "H", "H", "H", "H", "H", "H", "H", "H", "H", "H", "H", "H", "H", "H", "H", "H", "H", "H", "H", "H", "H", "H", "H", "H", "H", "H", "H", "C", "O", "P", "O", "O", "C", "O", "C", "H", "H", "H", "H", "H", "H", "H", "H", "H"], "coordinates": [[2.416, -2.699, 5.340], [1.520, -3.298, 4.368], [0.977, -2.298, 3.247], [-0.203, -1.692, 3.501], [-0.785, -2.152, 4.784], [-0.581, -1.599, 5.901], [-1.703, -3.312, 4.766], [-1.333, -4.345, 5.746], [-1.449, -4.277, 6.976], [-0.794, -5.561, 5.199], [-0.615, -0.764, 2.422], [-2.031, -1.332, 1.934], [-2.072, -2.882, 1.574], [-1.104, -3.629, 1.314], [-3.388, -3.483, 1.479], [-0.886, 0.625, 2.627], [-0.943, 1.050, 4.004], [-2.424, 0.898, 4.678], [0.633, -0.696, 1.342], [0.059, -0.803, -0.160], [-0.783, 0.472, -0.670], [-0.297, 0.888, -2.175], [-0.634, 2.461, -2.366], [1.125, 0.639, 1.589], [2.221, 1.020, 0.715], [1.928, 2.390, -0.125], [1.643, -1.896, 1.806], [2.976, -1.528, 2.242], [1.942, -3.072, 0.759], [2.417, -4.463, 1.409], [3.930, -4.473, 1.963], [2.385, -5.554, 0.186], [3.317, -2.088, 4.951], [2.253, -2.739, 6.467], [1.286, -4.412, 4.408], [-2.679, -3.036, 4.951], [-2.764, -1.185, 2.823], [-2.511, -0.763, 1.061], [-3.724, -3.706, 2.376], [-0.112, 0.621, 4.682], [-0.752, 2.193, 4.001], [-2.661, -0.171, 5.000], [-2.492, 1.639, 5.564], [-3.169, 1.200, 3.850], [-0.571, -1.733, -0.365], [0.980, -0.890, -0.859], [-0.815, 1.355, 0.049], [-1.877, 0.110, -0.813], [0.842, 0.723, -2.275], [-0.801, 0.264, -2.988], [0.094, 2.996, -3.065], [-1.678, 2.564, -2.847], [-0.667, 3.049, -1.388], [3.104, 1.301, 1.413], [2.625, 0.177, 0.049], [2.052, 2.225, -1.248], [0.921, 2.857, 0.157], [2.726, 3.175, 0.170], [2.816, -2.718, 0.083], [1.080, -3.312, 0.049], [1.640, -4.871, 2.167], [4.437, -3.521, 1.577], [4.444, -5.433, 1.613], [3.937, -4.454, 3.116], [2.245, -6.580, 0.706], [3.335, -5.495, -0.443], [1.430, -5.378, -0.436], [1.071, 4.256, -7.679], [0.042, 4.159, -6.696], [-0.816, 5.588, -6.266], [-1.844, 4.724, -5.543], [-1.245, 5.838, -7.833], [-2.045, 4.889, -8.517], [-1.625, 7.042, -5.844], [-3.033, 7.026, -5.685], [1.963, 3.749, -7.307], [0.737, 3.759, -8.592], [1.319, 5.292, -7.908], [-2.240, 3.993, -7.925], [-1.529, 4.598, -9.435], [-2.992, 5.358, -8.787], [-3.299, 6.574, -4.728], [-3.520, 6.496, -6.506], [-3.383, 8.061, -5.680]], "mulliken_charge": [-0.82, -0.31, -0.99, 1.29, -0.99, -0.35, 0.13, 0.45, -0.40, -0.23, -0.29, -0.84, 0.18, -0.40, -0.53, -0.23, -0.22, -0.85, 0.24, -1.13, -0.73, -0.57, -1.09, -0.30, -0.08, -0.83, 2.99, -0.47, -1.67, 1.04, -1.12, -1.37, 0.25, 0.29, 0.38, 0.42, 0.51, 0.31, 0.37, 0.28, 0.39, 0.10, 0.41, 0.26, 0.55, 0.73, 0.14, 0.42, 0.26, 0.47, 0.24, 0.33, 0.25, 0.46, 0.10, 0.26, 0.09, 0.34, 0.48, 0.34, 0.10, 0.23, 0.46, 0.17, 0.38, 0.37, 0.36, -0.71, -0.25, 1.06, -0.60, -0.34, -0.71, -0.42, -0.42, 0.26, 0.25, 0.33, 0.35, 0.28, 0.27, 0.20, 0.21, 0.24], "homo_energy_ev": -11.113, "e_lumo_ev": -5.049, "total_charge": 1, "homo_lumo_gap_ha": 0.2229}